Record 1
ORCA calculation (wB97M-V/def2-TZVPD) on a structure of composition C25H37BrGe2IrN4S.

CARTESIAN COORDINATES (ANGSTROEM)
Ir 0.566 1.269 -0.575
C 1.944 -0.143 4.014
C 2.012 0.558 2.663
Ge 0.196 0.774 1.825
C -0.784 2.319 2.702
C -1.417 1.898 4.019
C -0.890 -0.839 2.110
C -1.306 -1.622 1.073
Ge -0.856 -0.873 -0.757
C -2.467 -0.155 -1.745
C -3.441 -1.228 -2.223
C 0.534 -1.951 -1.737
C 0.153 -3.372 -2.143
C -1.989 -2.871 1.239
C -2.270 -3.415 2.531
C -2.954 -4.592 2.658
C -3.365 -5.292 1.512
C -3.091 -4.788 0.227
C -2.411 -3.610 0.096
H 2.941 -0.172 4.456
H 1.599 -1.173 3.920
H 1.299 0.380 4.720
H 2.619 -0.009 1.955
H 2.424 1.564 2.749
H -1.534 2.676 1.997
H -0.033 3.097 2.836
H -2.246 1.205 3.873
H -1.817 2.784 4.515
H -0.698 1.450 4.705
H -1.159 -1.081 3.136
H -2.066 0.414 -2.584
H -2.964 0.533 -1.061
H -2.980 -1.939 -2.910
H -4.248 -0.734 -2.767
H -3.896 -1.767 -1.393
H 1.399 -1.957 -1.072
H 0.776 -1.347 -2.614
H -0.076 -3.995 -1.277
H 1.000 -3.835 -2.652
H -0.689 -3.395 -2.835
H -1.957 -2.893 3.424
H -3.176 -4.983 3.641
H -3.893 -6.233 1.613
H -3.409 -5.334 -0.650
H -2.184 -3.232 -0.893
Br -2.864 6.734 -2.891
C -1.961 5.196 -2.315
C -2.522 4.372 -1.341
C -1.827 3.252 -0.946
N -0.632 2.921 -1.459
C -0.095 3.717 -2.401
C -0.723 4.855 -2.854
H -3.482 4.604 -0.903
H -2.242 2.588 -0.198
H 0.862 3.422 -2.813
H -0.262 5.467 -3.616
C 4.936 -1.678 -1.735
C 4.270 -0.615 -2.626
C 3.860 0.578 -1.841
N 2.696 0.815 -1.342
N 2.599 1.982 -0.629
C 3.725 2.661 -0.566
N 3.887 3.822 0.060
S 4.995 1.843 -1.437
H 5.313 -2.484 -2.361
H 4.226 -2.098 -1.024
H 5.780 -1.258 -1.187
H 3.391 -1.033 -3.117
H 4.974 -0.304 -3.399
H 3.119 4.265 0.536
H 4.783 4.282 0.083

Computed properties:
- Energy above the lowest of the compared OMol25 structures with the same formula, charge and spin: 19.8 kJ/mol
- Frontier orbital gap (spin up / spin down): 8.3288 / 5.4684 eV
- Spin multiplicity: 5
- Total charge: +3
- Electronic energy: -229204.913 eV
- LUMO level (spin up / spin down): -8.6 / -11.5 eV

---

Record 2
ORCA calculation (wB97M-V/def2-TZVPD) on a structure of composition C25H37Cl2NO2Ti.

CARTESIAN COORDINATES (ANGSTROEM)
Ti 0.680 0.403 -0.188
C -0.232 1.115 1.727
C 0.109 -0.252 1.885
C -0.722 -0.995 0.939
C -1.523 -0.026 0.269
C -1.250 1.271 0.754
C -2.065 2.510 0.457
C -1.367 3.777 0.954
C -3.383 2.327 1.232
C -2.379 2.627 -1.040
C -0.888 -2.493 0.626
C -1.285 -3.271 1.887
C 0.375 -3.116 -0.003
C -2.026 -2.673 -0.388
C 1.076 -0.668 3.007
C 1.937 0.535 3.417
C 0.197 -1.031 4.222
C 2.040 -1.815 2.671
H 0.148 1.912 2.344
H -2.343 -0.267 -0.387
H -1.186 3.743 2.031
H -2.008 4.639 0.764
H -0.416 3.955 0.448
H -3.203 2.260 2.308
H -3.915 1.426 0.916
H -4.030 3.186 1.048
H -1.474 2.677 -1.652
H -2.940 3.544 -1.225
H -2.998 1.796 -1.391
H -0.479 -3.352 2.607
H -1.563 -4.285 1.593
H -2.151 -2.820 2.378
H 1.208 -3.187 0.690
H 0.697 -2.568 -0.890
H 0.140 -4.128 -0.335
H -2.980 -2.295 -0.013
H -2.152 -3.740 -0.576
H -1.806 -2.203 -1.352
H 1.346 1.369 3.802
H 2.570 0.891 2.601
H 2.596 0.222 4.226
H -0.350 -0.155 4.580
H 0.840 -1.379 5.033
H -0.527 -1.812 4.005
H 2.552 -1.662 1.722
H 1.554 -2.786 2.660
H 2.808 -1.860 3.442
Cl 1.312 2.583 -1.319
C 2.914 2.717 -0.436
Cl 2.693 3.483 1.125
C 3.449 1.295 -0.254
O 4.587 1.021 -0.339
O 2.428 0.417 0.031
H 3.577 3.328 -1.033
C 0.845 -0.527 -6.395
C 0.730 -0.456 -4.906
C 1.829 -0.723 -4.081
C 1.706 -0.648 -2.722
N 0.541 -0.295 -2.109
C -0.536 -0.072 -2.903
C -0.473 -0.142 -4.273
H 1.746 -0.015 -6.735
H -0.022 -0.098 -6.892
H 0.937 -1.571 -6.709
H 2.785 -1.001 -4.508
H 2.549 -0.875 -2.087
H -1.461 0.183 -2.411
H -1.369 0.049 -4.850

Computed properties:
- Frontier orbital gap: 7.6205 eV
- Total charge: +2
- Electronic energy: -80258.186 eV
- LUMO level: -8.3 eV

---

Record 3
ORCA calculation (wB97M-V/def2-TZVPD) on a structure of composition C25H37MoN2PSi2.

CARTESIAN COORDINATES (ANGSTROEM)
Mo -0.310 -0.123 0.713
N 1.505 0.390 -0.633
C 1.616 1.830 -0.976
C 1.424 2.616 0.307
N 0.146 2.172 0.912
H 2.373 0.146 -0.136
H 1.553 -0.129 -1.516
H 0.837 2.078 -1.703
H 2.591 2.065 -1.414
H 1.420 3.692 0.101
H 2.239 2.416 1.016
H -0.613 2.714 0.485
H 0.167 2.485 1.892
C -2.437 -0.441 -2.696
Si -1.971 0.505 -1.116
C -3.206 1.891 -0.759
C -1.831 -1.531 0.687
C -3.160 -1.518 1.107
C -3.737 -2.665 1.628
C -2.982 -3.831 1.718
C -1.657 -3.856 1.315
C -1.081 -2.722 0.726
Si 0.612 -2.930 -0.166
C 1.871 -4.070 0.643
C 0.553 -2.698 -2.056
H -3.009 -1.342 -2.472
H -1.612 -0.737 -3.340
H -3.080 0.198 -3.310
H -4.204 1.567 -1.058
H -2.988 2.762 -1.377
H -3.279 2.220 0.278
H -3.746 -0.608 1.050
H -4.767 -2.651 1.956
H -3.436 -4.743 2.075
H -1.106 -4.783 1.386
H 1.756 -5.077 0.228
H 1.770 -4.153 1.727
H 2.903 -3.794 0.426
H 0.046 -3.569 -2.479
H 1.551 -2.693 -2.495
H 0.014 -1.825 -2.424
C -2.098 1.750 3.492
P -0.980 0.370 3.097
C 0.578 0.710 3.950
C 0.603 1.141 5.276
C 1.822 1.339 5.905
C 3.004 1.100 5.218
C 2.987 0.656 3.898
C 1.773 0.456 3.269
C -1.630 -1.099 3.917
C -0.794 -2.215 4.007
C -1.202 -3.314 4.738
C -2.448 -3.311 5.354
C -3.292 -2.218 5.226
C -2.897 -1.108 4.499
H -2.360 1.668 4.549
H -3.016 1.704 2.907
H -1.622 2.721 3.356
H -0.318 1.316 5.812
H 1.853 1.659 6.937
H 3.951 1.247 5.714
H 3.923 0.460 3.398
H 1.702 0.044 2.225
H 0.190 -2.197 3.541
H -0.548 -4.164 4.838
H -2.759 -4.164 5.938
H -4.259 -2.213 5.708
H -3.556 -0.255 4.428

Computed properties:
- Energy above the lowest of the compared OMol25 structures with the same formula, charge and spin: 202.8 kJ/mol
- Frontier orbital gap (spin up / spin down): 5.4451 / 4.9979 eV
- Total charge: +4
- Electronic energy: -56362.761 eV
- LUMO level (spin up / spin down): -14.4 / -14.8 eV

---

Record 4
ORCA calculation (wB97M-V/def2-TZVPD) on a structure of composition C25H37N5PdSb2.

CARTESIAN COORDINATES (ANGSTROEM)
Pd -0.351 0.104 -0.109
C -3.552 -2.136 2.111
Sb -2.276 -0.440 1.860
C -3.622 1.226 2.001
C -1.499 -0.389 4.003
C -0.550 -1.440 4.297
C -1.023 -2.640 4.872
C -0.157 -3.612 5.296
C 1.241 -3.443 5.108
C 1.733 -2.289 4.520
C 0.883 -1.268 4.107
C 1.456 -0.036 3.556
Sb 1.827 -0.078 1.357
C 3.041 -1.825 1.123
C 3.187 1.579 1.338
H -4.150 -1.954 3.005
H -2.969 -3.047 2.222
H -4.218 -2.231 1.254
H -4.041 1.237 3.008
H -4.423 1.080 1.276
H -3.107 2.162 1.802
H -2.442 -0.507 4.536
H -1.133 0.631 4.086
H -2.087 -2.765 5.032
H -0.532 -4.501 5.786
H 1.924 -4.223 5.423
H 2.803 -2.155 4.419
H 2.470 0.136 3.919
H 0.851 0.854 3.699
H 3.830 -1.774 1.874
H 3.496 -1.812 0.133
H 2.455 -2.732 1.254
H 4.105 1.248 1.827
H 2.756 2.414 1.888
H 3.411 1.879 0.317
C 0.839 2.174 -5.255
C 0.832 0.829 -4.553
N 0.433 1.009 -3.160
C 0.463 2.170 -2.482
N 0.014 2.151 -1.194
C -0.194 3.396 -0.484
C -0.106 4.630 -1.367
C 1.100 4.494 -2.275
N 0.982 3.263 -3.054
C 1.546 3.206 -4.396
H -0.188 2.499 -5.436
H 1.327 2.089 -6.223
H 1.823 0.367 -4.595
H 0.130 0.151 -5.038
H -0.052 0.261 -2.695
H 0.547 3.453 0.327
H -1.172 3.340 0.007
H -0.007 5.526 -0.756
H -1.014 4.730 -1.964
H 2.028 4.473 -1.692
H 1.169 5.339 -2.957
H 2.618 2.977 -4.332
H 1.478 4.196 -4.846
N -4.330 -3.119 -4.295
C -3.308 -2.999 -3.784
C -2.036 -2.846 -3.148
C -0.962 -3.682 -3.452
C 0.256 -3.454 -2.827
C 0.357 -2.422 -1.911
N -0.688 -1.642 -1.597
C -1.862 -1.839 -2.203
H -1.084 -4.495 -4.157
H 1.115 -4.073 -3.042
H 1.295 -2.217 -1.411
H -2.688 -1.187 -1.950

Computed properties:
- Frontier orbital gap (spin up / spin down): 3.3894 / 3.4005 eV
- Total charge: +4
- Electronic energy: -50485.899 eV
- LUMO level (spin up / spin down): -15.9 / -15.9 eV

---

Q: Look up the total charge of the first one.
A: +3

---

Q: Number 1 is which compound?
A: C25H37BrGe2IrN4S